The following is a quantum chemistry calculation of one molecule with the formula C3H4N2O at a distorted geometry, from OMol25.

The geometry in XYZ format:
```
10
Properties=species:S:1:pos:R:3:mulliken_charge:R:1
O 2.1685 1.1175 0.0712 -0.572
N -1.1254 -0.2572 -0.0341 -0.112
N -1.5707 1.0197 0.0566 -0.558
C 1.5447 0.1393 -0.1295 0.500
C 1.4287 -1.2841 -0.1926 -0.495
C 0.3003 -0.4900 -0.0787 0.205
H -1.5033 1.3627 1.0540 0.242
H -1.8327 -0.9066 0.1635 0.214
H 1.7702 -2.3360 -0.2459 0.307
H -1.1804 1.6348 -0.6646 0.269
```

lowest unoccupied orbital energy: 0.83 eV
energy relative to the best compared isomer or geometry (same formula, charge and spin): 4.188 eV


The following is a quantum chemistry calculation of one molecule with the formula C3H4N2O, from OMol25.

The geometry in XYZ format:
```
10
Properties=species:S:1:pos:R:3:mulliken_charge:R:1
O -1.7791 -0.8089 0.2708 -0.434
N 0.3458 0.6103 0.7028 -0.430
N 0.9796 -1.3372 -0.2790 -0.522
C 1.3578 -0.1992 0.1313 0.028
C -0.5969 1.3810 -0.2256 -0.338
C -0.9414 0.2019 0.1480 0.425
H 2.3936 0.1644 0.1776 0.373
H -2.6685 -0.4963 0.0477 0.362
H -0.8223 2.4179 -0.3745 0.325
H 1.7313 -1.9339 -0.5990 0.211
```

lowest unoccupied orbital energy: 0.65 eV
energy relative to the best compared isomer or geometry (same formula, charge and spin): 4.747 eV


The following is a quantum chemistry calculation of one molecule with the formula C3H4N2O at a distorted geometry, from OMol25.

The geometry in XYZ format:
```
10
Properties=species:S:1:pos:R:3:mulliken_charge:R:1
O 2.3317 0.0396 0.1466 -0.545
N 0.4181 1.3785 0.5312 -0.547
N -1.0002 -0.1684 -0.3446 -0.186
C 0.2335 -0.9175 -0.1270 -0.290
C 1.1410 0.2047 0.3102 0.502
C -0.7852 1.0887 0.1386 -0.064
H 0.0939 -1.7731 0.5352 0.297
H -1.9287 -0.5347 -0.5059 0.226
H 1.0890 -1.1399 -0.8360 0.234
H -1.5931 1.8222 0.1516 0.374
```

lowest unoccupied orbital energy: 0.59 eV
energy relative to the best compared isomer or geometry (same formula, charge and spin): 1.474 eV


The following is a quantum chemistry calculation of one molecule with the formula C3H4N2O at a distorted geometry, from OMol25.

The geometry in XYZ format:
```
10
Properties=species:S:1:pos:R:3:mulliken_charge:R:1
O -1.9498 0.4360 0.4585 -0.497
N 1.0706 -1.2476 -0.1632 -0.554
N -0.3304 -1.1878 -0.0239 -0.242
C 0.4206 0.9460 -0.0032 -0.409
C 1.4782 -0.0073 -0.1449 -0.158
C -0.6676 0.1643 0.1841 0.406
H 0.4611 2.0192 -0.0348 0.385
H 2.5365 0.2163 -0.2335 0.409
H -2.3002 -0.3290 0.9442 0.359
H -0.7190 -1.0101 -0.9834 0.301
```

lowest unoccupied orbital energy: 0.65 eV
energy relative to the best compared isomer or geometry (same formula, charge and spin): 2.394 eV


The following is a quantum chemistry calculation of one molecule with the formula C3H4N2O at a distorted geometry, from OMol25.

The geometry in XYZ format:
```
10
Properties=species:S:1:pos:R:3:mulliken_charge:R:1
O 0.3763 1.0246 0.9000 -0.418
N 0.4716 -1.2594 0.3140 -0.571
N -2.7458 -0.1271 -0.2688 -0.397
C 0.4783 1.0766 -0.5173 -0.669
C -0.2341 -0.0169 0.1916 1.073
C -1.5900 -0.1545 -0.1332 0.011
H 1.4775 0.6853 -0.7315 0.172
H 0.2989 1.9416 -1.0509 0.342
H 1.4922 -1.1498 0.5754 0.229
H -0.0249 -2.0204 0.7207 0.228
```

lowest unoccupied orbital energy: 0.90 eV
energy relative to the best compared isomer or geometry (same formula, charge and spin): 2.974 eV


The following is a quantum chemistry calculation of a 2-piece molecular cluster, C3H4N2O overall at a distorted geometry, from OMol25.

The geometry in XYZ format:
```
10
Properties=species:S:1:pos:R:3:mulliken_charge:R:1
O 3.1870 0.4944 0.8510 -0.515
N -1.6366 -0.2229 0.4709 -0.364
N -2.1396 0.6933 -0.3599 -0.200
C 2.1903 0.0248 0.3874 0.684
C 1.6974 -1.1111 -0.4062 -0.161
C 0.8870 -0.3940 0.3603 -0.469
H 1.9543 -1.8257 -1.1587 0.349
H -1.5935 0.2577 1.4502 0.235
H -2.2457 1.7415 -0.2957 0.218
H -2.3004 0.3421 -1.2993 0.224
```

lowest unoccupied orbital energy (spin up / spin down): 0.72 / -0.68 eV
energy relative to the best compared isomer or geometry (same formula, charge and spin): 7.298 eV